No. 1
{"formula": "C43H93BN4O18P3", "method": "ωB97M-V/def2-TZVPD", "symbols": ["C", "C", "C", "N", "C", "N", "C", "C", "C", "C", "O", "O", "C", "C", "C", "C", "C", "C", "C", "C", "C", "C", "C", "C", "C", "O", "C", "B", "C", "O", "C", "C", "O", "N", "O", "N", "H", "H", "H", "H", "H", "H", "H", "H", "H", "H", "H", "H", "H", "H", "H", "H", "H", "H", "H", "H", "H", "H", "H", "H", "H", "H", "H", "H", "H", "H", "H", "H", "H", "H", "H", "H", "H", "H", "H", "H", "H", "H", "H", "H", "H", "H", "H", "H", "O", "P", "O", "C", "C", "O", "C", "C", "O", "C", "C", "H", "H", "H", "H", "H", "H", "H", "H", "H", "H", "H", "H", "H", "H", "H", "O", "P", "O", "C", "C", "O", "C", "C", "O", "C", "C", "H", "H", "H", "H", "H", "H", "H", "H", "H", "H", "H", "H", "H", "H", "H", "O", "P", "O", "C", "C", "O", "C", "C", "O", "C", "C", "H", "H", "H", "H", "H", "H", "H", "H", "H", "H", "H", "H", "H", "H", "H"], "xyz": [[-5.8176, -3.3505, -4.0550], [-5.9040, -2.1679, -4.8403], [-5.7546, -0.7507, -4.1229], [-4.9906, 0.2553, -4.9454], [-3.6469, 0.1672, -4.9807], [-2.8180, 1.1459, -5.7403], [-1.9210, 1.7169, -4.6473], [-1.4591, 3.1874, -5.0303], [-1.0405, 4.0999, -3.7450], [-2.2602, 5.1277, -3.4570], [-3.4500, 4.7106, -3.3960], [-2.0679, 6.5141, -3.2093], [-0.7908, 0.6827, -4.2335], [-0.2020, 0.8703, -2.7554], [-1.2847, 0.9259, -1.5825], [-0.6530, 0.6213, -0.1097], [-0.5268, 1.9281, 0.8047], [0.2339, 3.0963, 0.0105], [0.7834, 4.2466, 0.9817], [-0.3450, 5.2109, 1.5799], [-1.3450, 5.8220, 0.4761], [-2.7806, 5.0429, 0.5018], [-3.9014, 6.0854, 1.0366], [-4.4310, 6.9089, -0.2325], [-5.5931, 6.1747, -1.0679], [-6.1291, 4.9885, -0.4373], [-6.0747, 3.8315, -1.2972], [0.5305, 0.6853, -5.2353], [2.0666, 0.7700, -4.6669], [0.3911, 0.6196, -6.6782], [-1.4480, -0.7902, -4.4976], [-0.6591, -1.9747, -3.7849], [-1.4203, -3.2030, -4.0825], [-0.9631, -4.2407, -3.3209], [-1.7264, -4.4756, -2.4344], [-2.9102, -0.8424, -4.2440], [-6.0150, -3.3409, -2.9339], [-5.5140, -4.3506, -4.5129], [-6.0417, -2.3028, -5.9609], [-6.7969, -0.3452, -3.8379], [-5.2395, -0.9467, -3.1114], [-5.4490, 1.0087, -5.4726], [-3.4843, 1.8953, -5.9876], [-2.6306, 1.8273, -3.7382], [-2.3974, 3.7183, -5.4502], [-0.6780, 3.2737, -5.8526], [-0.1347, 4.7396, -4.0102], [-0.9300, 3.4963, -2.7884], [-1.8913, 6.9598, -4.0667], [0.4022, 1.8549, -2.7379], [0.5687, 0.0654, -2.4557], [-1.7273, 1.9853, -1.5360], [-2.1663, 0.2122, -1.6904], [-1.3842, -0.0871, 0.4361], [0.3162, 0.0283, -0.2270], [0.1474, 1.6527, 1.6980], [-1.5455, 2.2507, 1.2207], [-0.5178, 3.5455, -0.7245], [1.0694, 2.6190, -0.6278], [1.3096, 3.7028, 1.8545], [1.5612, 4.8496, 0.4041], [-0.9082, 4.6780, 2.4139], [0.2090, 6.1149, 2.0379], [-0.9233, 5.6171, -0.5766], [-1.4923, 6.9546, 0.5753], [-2.7422, 4.1179, 1.1798], [-3.0562, 4.7682, -0.5868], [-3.3491, 6.7579, 1.7952], [-4.7382, 5.5578, 1.6217], [-3.5378, 7.0902, -0.9188], [-4.7734, 7.9362, 0.1587], [-5.1888, 6.0031, -2.1251], [-6.4668, 6.9247, -1.1419], [-7.0382, 3.2319, -1.0957], [-5.1995, 3.1362, -1.0102], [-6.0918, 4.0771, -2.4165], [2.1898, 1.7691, -4.0992], [2.8488, 0.7556, -5.4927], [2.2415, -0.0410, -3.8647], [1.0874, 1.2266, -7.0245], [-1.3185, -0.9543, -5.6339], [0.4257, -2.0846, -4.1625], [-0.6696, -1.8770, -2.6464], [-3.1538, -0.8658, -3.2452], [1.8280, 4.2331, 5.1707], [2.5728, 3.2260, 6.0569], [1.3773, 3.0930, 7.1993], [0.2365, 2.3102, 6.8793], [0.5646, 0.8286, 6.8840], [3.4718, 4.3935, 6.8222], [3.7898, 5.6336, 6.2045], [2.8525, 6.7149, 6.7117], [3.4212, 2.0445, 6.9569], [4.5756, 2.2974, 7.7529], [4.1854, 2.7278, 9.1538], [-0.1702, 2.6180, 5.9100], [-0.5214, 2.5191, 7.6377], [1.2598, 0.5805, 6.0758], [-0.3407, 0.2317, 6.7492], [1.0436, 0.5402, 7.8222], [3.7789, 5.5603, 5.1153], [4.8139, 5.8868, 6.4930], [1.8065, 6.4593, 6.5250], [3.0677, 7.6745, 6.2357], [2.9563, 6.8294, 7.7942], [5.2532, 3.0029, 7.2694], [5.1228, 1.3519, 7.8202], [3.5807, 3.6363, 9.1550], [5.0752, 2.9060, 9.7620], [3.5815, 1.9533, 9.6342], [-4.7796, -10.5629, -5.4839], [-4.2787, -9.5874, -6.5547], [-4.8627, -8.2031, -5.8490], [-4.1593, -7.6793, -4.7327], [-2.8458, -7.0469, -5.1545], [-5.5515, -9.8779, -7.5803], [-6.2732, -11.1035, -7.5668], [-7.5691, -10.9274, -6.7958], [-3.5935, -8.5914, -7.7662], [-4.0639, -8.4971, -9.1062], [-5.1644, -7.4602, -9.2235], [-3.9939, -8.4667, -3.9902], [-4.7997, -6.9214, -4.2744], [-2.1549, -7.8029, -5.5392], [-2.3679, -6.5486, -4.3079], [-3.0044, -6.3178, -5.9528], [-5.6719, -11.9254, -7.1743], [-6.5085, -11.3532, -8.6053], [-7.3849, -10.5885, -5.7733], [-8.1318, -11.8629, -6.7574], [-8.1914, -10.1631, -7.2696], [-4.3598, -9.4704, -9.5003], [-3.2140, -8.1714, -9.7142], [-6.0221, -7.6933, -8.5904], [-5.5104, -7.3831, -10.2568], [-4.7988, -6.4810, -8.9020], [7.1802, -0.6692, 7.3420], [8.2022, -1.7993, 7.5149], [9.1710, -1.0242, 8.6153], [8.7153, -0.9389, 9.9586], [8.8014, -2.2831, 10.6573], [9.0529, -1.3939, 6.1470], [8.4520, -0.7127, 5.0544], [8.7988, 0.7642, 5.1173], [9.2223, -3.1623, 7.6868], [10.1481, -3.6176, 6.7060], [11.4821, -2.9103, 6.8491], [7.6922, -0.5496, 9.9839], [9.3565, -0.2186, 10.4717], [8.1033, -2.9991, 10.2127], [8.5575, -2.1838, 11.7176], [9.8036, -2.7066, 10.5617], [7.3738, -0.8786, 5.0147], [8.8703, -1.1374, 4.1372], [8.4785, 1.2117, 6.0614], [8.3314, 1.3115, 4.2950], [9.8820, 0.9022, 5.0593], [9.7385, -3.5425, 5.6975], [10.3002, -4.6856, 6.8909], [11.3914, -1.8286, 6.7374], [12.1916, -3.2749, 6.1028], [11.8992, -3.0850, 7.8444]], "mulliken_charge": [-0.573, -0.089, -0.476, -0.070, 0.023, -0.443, 0.299, -1.480, 0.826, 0.182, -0.488, -0.453, 1.097, -1.167, 0.989, -1.123, -0.406, 1.186, -0.829, -0.592, -0.496, 0.564, -0.816, -0.546, -0.090, -0.408, -0.420, 0.892, -0.903, -0.682, -1.411, -0.699, 0.035, -0.020, -0.230, 0.014, 0.277, 0.095, 0.311, 0.404, 0.179, 0.278, 0.543, 0.341, 0.561, 0.173, 0.464, -0.928, 0.349, 0.041, 0.620, -0.361, 0.006, 0.336, 0.299, 0.295, 0.131, -1.098, 0.217, 0.230, 0.308, 0.246, 0.264, 0.040, 0.616, 0.072, -0.588, 0.421, 0.331, 0.133, 0.429, 0.007, 0.300, 0.289, 0.107, 0.228, 0.271, 0.370, 0.217, 0.311, 0.626, 0.323, 0.302, 0.393, -0.718, 1.135, -0.362, -0.231, -1.010, -0.444, -0.348, -1.162, -0.302, 0.091, -1.175, 0.188, 0.309, 0.257, 0.421, 0.222, 0.345, 0.352, 0.274, 0.393, 0.309, 0.212, 0.274, 0.291, 0.388, 0.302, -0.730, 1.142, -0.324, -0.369, -0.812, -0.400, -0.378, -1.126, -0.352, -0.112, -1.074, 0.298, 0.232, 0.352, 0.226, 0.238, 0.375, 0.346, 0.281, 0.396, 0.279, 0.248, 0.349, 0.262, 0.386, 0.287, -0.615, 1.059, -0.358, -0.271, -1.025, -0.398, -0.378, -1.115, -0.358, -0.105, -1.074, 0.229, 0.320, 0.279, 0.411, 0.224, 0.357, 0.349, 0.257, 0.393, 0.297, 0.230, 0.346, 0.260, 0.380, 0.301], "e_lumo_ev": -2.97, "max_force_ev_per_a": 9.23, "total_charge": 1, "gap_ev": 7.9}

=====

No. 2
{"formula": "H17O12S", "method": "ωB97M-V/def2-TZVPD", "symbols": ["O", "H", "H", "H", "S", "O", "O", "O", "O", "O", "H", "H", "O", "H", "H", "O", "H", "H", "O", "H", "H", "O", "H", "H", "O", "H", "H", "O", "H", "H"], "xyz": [[-0.3665, -0.3827, 0.7921], [-0.6655, -0.4797, -0.0969], [0.3545, -0.9147, 1.1071], [-0.5455, 0.5873, 1.0611], [-0.7435, 1.0933, -2.5849], [-0.4875, 0.0533, -1.6729], [-2.1325, 1.3583, -2.3839], [0.0765, 2.2263, -2.3659], [-0.6785, 0.6433, -3.9489], [1.1675, -1.8627, -2.0769], [0.5935, -1.2357, -1.7509], [1.9945, -1.7167, -1.3749], [0.6955, -1.3447, 3.7341], [-0.0485, -0.9227, 4.0481], [1.4625, -0.8697, 4.0391], [-2.3905, -1.7567, -1.7759], [-2.3735, -1.8857, -2.7359], [-1.7405, -0.9657, -1.8589], [0.8045, 1.6603, 2.4881], [1.5705, 1.2393, 3.0551], [1.4285, 1.9093, 1.7841], [1.4615, 2.2223, -0.0289], [0.9825, 2.3873, -0.8649], [2.2695, 1.7253, -0.2039], [1.7975, -1.9767, 1.0451], [1.9735, -1.8817, 1.9981], [2.0745, -2.8757, 0.6561], [-2.7415, 1.0403, 0.1811], [-2.6035, 0.9513, -0.6799], [-3.1905, 1.9733, 0.4161]], "mulliken_charge": [-0.191, 0.330, 0.470, 0.462, 1.242, -0.809, -0.899, -0.879, -0.742, -0.639, 0.458, 0.301, -0.596, 0.288, 0.286, -0.733, 0.344, 0.343, -0.579, 0.306, 0.322, -0.710, 0.341, 0.290, -0.642, 0.276, 0.309, -0.631, 0.373, 0.308], "e_lumo_ev": 1.47, "max_force_ev_per_a": 9.85, "e_above_lowest_kcal_mol": 26.7, "total_charge": -1, "gap_ev": 5.2}

=====

No. 3
{"formula": "C4H4F2O", "method": "ωB97M-V/def2-TZVPD", "symbols": ["C", "C", "C", "C", "H", "H", "H", "H", "O", "F", "F"], "xyz": [[-0.6562, 0.8829, -0.4350], [0.5776, 0.4729, -0.7183], [0.8688, -0.8761, -0.1406], [-1.0268, -0.0679, 0.7541], [1.8751, -1.0073, 0.5599], [1.0481, -1.4827, -1.0010], [-2.0860, -0.3152, 0.6715], [-0.7805, 0.5253, 1.8210], [-0.3001, -1.1210, 0.5388], [-1.2391, 2.0555, -0.5698], [1.7192, 0.9338, -1.4804]], "mulliken_charge": [0.282, 0.193, -0.314, -0.234, 0.220, 0.218, 0.304, 0.189, -0.300, -0.274, -0.283], "e_lumo_ev": 0.77, "max_force_ev_per_a": 5.82, "smiles": "FC1=C(F)COC1", "e_above_lowest_kcal_mol": 62.0, "gap_ev": 10.4}